Entry 1:
The following is a DFT calculation (wB97M-V/def2-TZVPD) of a molecular structure, C8H10AuCl3GeN2O2S2.

Geometry as XYZ:
```
29
Properties=species:S:1:pos:R:3:mulliken_charge:R:1
Au 0.81936 0.95095 0.06011 1.01
Ge -0.60194 2.83815 -0.60494 0.51
Cl -0.52839 3.24410 -2.67582 -0.22
Cl -2.60150 2.36248 -0.05506 -0.27
Cl 0.05140 4.53468 0.48443 -0.25
S 1.83939 0.99263 -1.97300 -0.14
S 2.66187 -0.71294 0.11885 -0.19
O -1.11079 -0.93644 0.02650 -0.11
O 0.03025 0.68370 2.04781 -0.37
N 3.97415 -3.70344 -1.64549 -0.26
N 2.57100 -1.01948 -4.99210 -0.25
C 2.96344 -1.48938 -2.49281 0.69
C -0.55423 1.74461 2.84203 -0.78
C -2.05307 -1.26372 -0.99550 -0.81
C 3.54630 -2.71342 -2.03865 -0.15
C -0.55645 -0.62529 2.28747 -0.63
C -1.67270 -0.93450 1.32264 -0.41
C 2.54881 -0.56914 -1.59589 0.55
C 2.77365 -1.24528 -3.88435 -0.19
H -2.08632 -1.91876 1.56854 0.41
H -2.42955 -2.27824 -0.85163 0.31
H -0.90155 -0.64810 3.32031 0.44
H -1.52962 -1.20370 -1.94659 0.26
H -0.43968 1.48146 3.89202 0.32
H -2.48025 -0.19640 1.39276 0.31
H 0.25546 -1.34151 2.16468 0.29
H -2.88698 -0.55879 -0.99199 0.32
H 0.00328 2.65049 2.62740 0.25
H -1.60532 1.87527 2.58824 0.37
```

Summary:
Max |F|   0.07579 hartree/bohr
ΔE to the lowest compared entry with this formula, charge and spin   4.0 kJ/mol
DFT total energy   -134972.54705 eV
Multiplicity   2
Total charge   +1
Highest occupied orbital energy (alpha / beta)   -13.234 / -13.003 eV
HOMO-LUMO gap (alpha / beta)   7.65 / 5.32 eV

Entry 2:
The following is a DFT calculation (wB97M-V/def2-TZVPD) of a single C6H9BO4 molecule.

Geometry as XYZ:
```
20
Properties=species:S:1:pos:R:3:mulliken_charge:R:1
O 1.20061 2.42723 0.22708 -0.46
O -0.16191 0.55065 0.86779 -0.35
O -1.16346 -1.38120 0.18195 -0.25
O 1.58206 -2.41272 -0.22214 -0.66
C 1.33872 -1.23476 0.03663 0.69
C -2.93791 0.00347 -0.97048 -0.86
C 1.17139 1.21598 0.87465 -0.14
C 2.12917 -0.07736 0.00074 -0.41
C -2.45987 -0.76577 0.30532 -0.36
C -0.11274 -0.69935 0.44509 0.58
B 3.60743 -0.04333 -0.30099 0.04
H -3.23367 -0.66339 -1.74747 0.30
H 3.90168 -1.01961 -0.81950 -0.05
H -3.90058 0.42497 -0.65595 0.32
H -2.56036 -0.06556 1.14777 0.29
H 0.95548 2.24808 -0.66168 0.37
H 4.41858 0.96556 -0.02413 -0.09
H -2.11710 0.75382 -1.16829 0.26
H -3.09382 -1.59511 0.60021 0.40
H 1.43629 1.36841 1.88340 0.41
```

Summary:
Max |F|   0.10909 hartree/bohr
ΔE to the lowest compared entry with this formula, charge and spin   310.1 kJ/mol
DFT total energy   -15230.18506 eV
Multiplicity   1
Highest occupied orbital energy (alpha / beta)   -8.395 / -8.395 eV
HOMO-LUMO gap (alpha / beta)   7.71 / 7.71 eV

Entry 3:
The following is a DFT calculation (wB97M-V/def2-TZVPD) of a single C4H2O2 molecule.

Geometry as XYZ:
```
8
Properties=species:S:1:pos:R:3:mulliken_charge:R:1
O 0.94871 1.94932 -0.10382 -0.39
O 0.40939 -0.81356 0.04465 -0.20
C 0.33458 0.14600 0.98051 -0.25
C -1.87210 -1.22194 -0.91301 -0.03
C 1.40081 1.12326 0.66190 0.19
C -0.79887 -1.15832 -0.38772 -0.04
H 2.40365 1.17695 1.10237 0.33
H -2.82617 -1.20170 -1.38487 0.38
```

Summary:
Max |F|   0.01279 hartree/bohr
ΔE to the lowest compared entry with this formula, charge and spin   395.7 kJ/mol
DFT total energy   -8268.42759 eV
Multiplicity   1
Highest occupied orbital energy (alpha / beta)   -9.655 / -9.656 eV
HOMO-LUMO gap (alpha / beta)   9.16 / 9.16 eV

Entry 4:
The following is a DFT calculation (wB97M-V/def2-TZVPD) of a single C6H12 molecule.

Geometry as XYZ:
```
18
Properties=species:S:1:pos:R:3:mulliken_charge:R:1
C -0.09220 -0.30899 -0.22505 0.37
C 1.39285 -0.51633 -0.01305 -0.09
C 2.09180 0.57023 0.95091 -1.89
C -0.78247 -1.43631 -0.96405 -1.65
C -0.75672 0.75965 0.16891 0.20
C -2.15193 1.01441 -0.11394 -0.91
H 1.56525 -1.54635 0.66580 0.20
H -2.11820 2.30066 -0.05339 0.24
H 1.96551 -0.58437 -0.99111 0.29
H 1.87384 1.34003 0.66785 0.78
H -0.64741 -2.43791 -0.45909 0.27
H 0.02309 1.46218 0.76322 0.05
H 3.03762 0.22063 1.01593 0.44
H -2.79757 0.87176 0.87472 0.22
H -0.26241 -1.59889 -1.99153 0.26
H -2.49189 0.50440 -1.18397 0.30
H 1.80293 0.61318 2.03382 0.33
H -1.65209 -1.22800 -1.14598 0.59
```

Summary:
Max |F|   0.33004 hartree/bohr
ΔE to the lowest compared entry with this formula, charge and spin   543.3 kJ/mol
DFT total energy   -6411.30992 eV
SMILES   C/C=C(\C)CC
Multiplicity   1
Highest occupied orbital energy   -8.719 eV
HOMO-LUMO gap   9.77 eV

Entry 5:
The following is a DFT calculation (wB97M-V/def2-TZVPD) of 2 unconnected molecules or ions with the total composition C3H10S2.

Geometry as XYZ:
```
15
Properties=species:S:1:pos:R:3:mulliken_charge:R:1
S -0.63996 -2.37416 1.40474 -0.21
S 0.63042 1.50783 -3.35396 -0.19
C -0.15672 -0.85999 2.29040 -0.44
C 1.31738 -0.81961 2.66781 -0.91
C -1.13862 1.83272 -3.14134 -0.70
H -1.65656 0.99683 -2.64170 0.26
H 1.53903 0.09753 3.23908 0.29
H 0.49934 0.41312 -4.13300 0.11
H 0.17702 -2.19355 0.34529 0.10
H -0.79270 -0.86216 3.19649 0.29
H -1.64155 2.03430 -4.10209 0.28
H 1.94668 -0.83059 1.76201 0.30
H 1.57929 -1.69279 3.28875 0.28
H -0.43989 0.02080 1.68257 0.29
H -1.22312 2.72968 -2.50500 0.24
```

Summary:
Max |F|   0.01201 hartree/bohr
ΔE to the lowest compared entry with this formula, charge and spin   33.5 kJ/mol
DFT total energy   -24943.34900 eV
SMILES   CCS.CS
Multiplicity   1
Highest occupied orbital energy   -9.028 eV
HOMO-LUMO gap   9.73 eV

Entry 6:
The following is a DFT calculation (wB97M-V/def2-TZVPD) of a molecular structure, CH12MnO9.

Geometry as XYZ:
```
23
Properties=species:S:1:pos:R:3:mulliken_charge:R:1
Mn 0.24404 -0.33768 -0.11044 -2.21
O 1.88714 -1.45089 0.60130 0.54
O 0.28160 0.82574 1.61718 -0.02
O 1.38422 1.31578 -0.96798 -0.81
O -1.62445 0.29591 -0.86951 -0.21
O 0.99948 -0.28690 -2.13085 -0.63
O 1.66606 1.52674 -3.08570 -0.75
O -0.43421 -2.43667 -0.49957 0.67
O -1.69624 -1.16383 1.74198 0.90
O -0.25775 3.23934 0.13059 -0.68
C 1.45444 0.82839 -2.13727 0.57
H 0.31785 2.58598 -0.26695 0.48
H -1.46384 0.88870 -1.60370 0.30
H 1.63336 -2.17515 1.17338 -0.09
H 0.19543 1.77856 1.64789 0.27
H -1.20095 -2.55391 -1.06047 0.06
H -2.54079 0.44522 -0.63654 0.18
H -2.27974 -0.84725 2.43157 -0.04
H -0.06294 -3.31478 -0.41402 -0.02
H -0.04116 4.05575 -0.31974 0.28
H -1.57560 -2.09304 1.93754 -0.08
H 0.35431 0.56167 2.53436 0.10
H 2.75964 -1.68778 0.28690 0.18
```

Summary:
Max |F|   0.17116 hartree/bohr
DFT total energy   -50980.66969 eV
Multiplicity   7
Total charge   -1
Highest occupied orbital energy (alpha / beta)   -0.580 / -3.641 eV
HOMO-LUMO gap (alpha / beta)   3.35 / 6.42 eV

Entry 7:
The following is a DFT calculation (wB97M-V/def2-TZVPD) of 5 unconnected molecules or ions with the total composition C30H24O12.

Geometry as XYZ:
```
66
Properties=species:S:1:pos:R:3:mulliken_charge:R:1
O 4.74643 -4.78727 7.24477 -0.56
O -2.00950 2.99246 -1.88644 -0.29
O -4.08818 4.23650 -2.38798 -0.57
O 0.05133 -6.41689 0.08983 -0.57
O -1.02077 7.49239 -1.66103 -0.54
O -5.08021 5.21444 1.75606 -0.56
O 4.65895 -3.13243 2.19271 -0.54
O 2.87056 -3.16965 -2.49343 -0.57
O 5.30281 -6.49660 0.91750 -0.61
O -2.55189 3.85038 -4.24968 -0.25
O 1.67998 1.81507 -1.07761 -0.60
O -8.90914 2.10639 -0.23108 -0.56
C 3.35538 0.22276 -1.53580 -0.45
C 4.67829 -3.51319 3.35511 0.37
C -0.69869 6.26832 -2.46396 -0.11
C 4.09454 -6.47748 0.72714 0.40
C -6.89658 3.27244 -0.60825 -0.33
C -5.93365 4.05257 -0.10777 -0.28
C 0.89652 -0.32378 -1.68068 -0.32
C 4.13564 -2.67823 4.44487 -0.39
C 4.72709 -4.40651 6.08238 0.36
C 1.19516 -1.57734 -2.03524 -0.40
C -7.09277 4.04838 2.13324 -0.36
C 5.26974 -5.24146 4.99262 -0.41
C -8.02839 2.82207 0.22564 0.33
C 4.15920 -3.09418 5.71482 -0.34
C 5.24618 -4.82552 3.72267 -0.29
C 2.19621 -5.81111 -0.67483 -0.37
C 1.83784 -7.08391 1.47395 -0.40
C 3.65403 -1.03081 -1.89036 -0.42
C -0.46193 5.05585 -1.38673 -0.54
C -8.05570 3.26826 1.63276 -0.41
C 2.59631 -2.02303 -2.16701 0.48
C -0.61826 3.54149 -1.99564 0.00
C -5.96096 4.49876 1.29935 0.23
C 3.51630 -5.82958 -0.46662 -0.42
C -2.92099 3.69206 -2.80515 0.63
C 1.95424 0.66844 -1.40403 0.45
C 1.25960 -6.43601 0.28019 0.32
C 3.15793 -7.10238 1.68216 -0.22
C -4.72939 4.91528 -5.80724 -0.45
C -3.73990 4.44712 -4.93073 0.13
H -1.57792 6.10373 -3.21799 0.17
H -0.12585 0.01960 -1.58017 0.46
H 0.43075 -2.31710 -2.24081 0.43
H 4.21636 -5.37502 -1.15735 0.46
H -7.09812 4.38353 3.16352 0.41
H -5.45218 5.40385 -6.62137 0.36
H 3.76606 -2.49385 6.52617 0.41
H 5.63932 -5.42585 2.91132 0.55
H 0.03670 2.83209 -1.29415 0.07
H -1.67029 8.07447 -2.15416 0.31
H 3.59838 -7.57264 2.55286 0.47
H 3.72187 -1.71860 4.15901 0.41
H 1.75576 -5.34085 -1.54553 0.51
H -8.89313 2.92962 2.23050 0.40
H -6.89123 2.93730 -1.63853 0.45
H 0.32542 6.52723 -3.01471 0.21
H 5.68351 -6.20109 5.27848 0.44
H 4.11979 0.96251 -1.33023 0.44
H -0.16583 3.40163 -3.08093 0.29
H 4.67639 -1.37419 -1.99087 0.41
H -1.22245 5.18998 -0.48269 0.26
H 1.13778 -7.53847 2.16467 0.42
H -5.09622 4.39121 -0.70551 0.76
H 0.64179 5.17684 -0.95202 0.31
```

Summary:
Max |F|   0.19097 hartree/bohr
DFT total energy   -56055.70947 eV
SMILES   O=C1C=CC(=O)C=C1.O=C1C=CC(=O)C=C1.O=C1C=CC(=O)C=C1.O=C1C=CC(=O)C=C1.C#COC(=O)OCCCO
Multiplicity   1
Highest occupied orbital energy   -9.901 eV
HOMO-LUMO gap   7.78 eV